The following is a DFT calculation (ωB97M-V with the def2-TZVPD basis set) of C4H10AgClFNO5 as an isolated structure in a non-equilibrium geometry.

Kohn-Sham gap in eV: 4.07
Energy relative to the best compared isomer or geometry (same formula, charge and spin) in kJ/mol: 114.1
Electronic energy in eV: -35269.1205

```
! wB97M-V def2-TZVPD RIJCOSX def2/J DEFGRID3
* xyz -2 1
Ag -2.13 -1.99 0.09
Cl -4.05 -5.78 -2.66
F -2.22 -4.09 3.67
O -7.05 1.78 -0.37
O -5.27 0.93 -1.14
O 1.69 -0.64 -1.27
O -5.44 1.58 0.95
O 1.53 0.41 1.49
N -5.86 1.50 -0.19
C 1.90 1.29 0.42
C 1.39 0.90 2.84
C 2.53 0.42 -0.82
C 2.18 -1.05 -2.49
H 3.43 0.01 -0.36
H 1.94 -0.25 -3.19
H 1.42 1.99 2.73
H 3.26 -1.16 -2.58
H 2.65 1.98 0.81
H 0.42 0.57 3.20
H 1.10 1.90 0.00
H 2.72 1.09 -1.66
H 1.64 -1.91 -2.89
H 2.23 0.50 3.42
*
```

***

The following is a DFT calculation (ωB97M-V with the def2-TZVPD basis set) of an isolated ion of composition C4H10BrN2OS and charge +1 in a non-equilibrium geometry.

Kohn-Sham gap in eV: 9.58
Energy relative to the best compared isomer or geometry (same formula, charge and spin) in kJ/mol: 49.0
Electronic energy in eV: -90205.3822

```
! wB97M-V def2-TZVPD RIJCOSX def2/J DEFGRID3
* xyz 1 1
Br 0.80 -2.50 2.05
S 1.40 -0.38 -0.17
O -2.33 -0.75 0.25
N -0.23 -0.13 -0.16
N -0.74 -2.36 1.07
C -2.88 0.41 -0.44
C 1.81 0.83 -1.54
C -1.07 -0.92 0.35
C 1.96 0.74 1.12
H 3.01 0.94 0.75
H 2.20 0.30 2.09
H 1.55 1.85 -1.30
H -2.49 0.34 -1.53
H 1.08 0.46 -2.36
H -2.50 1.41 -0.03
H -1.56 -2.92 1.12
H 2.76 0.73 -1.98
H -3.97 0.33 -0.24
H 1.21 1.63 0.94
*
```

***

> What is the formula in the first record?

C4H10AgClFNO5

***

Please write out number 1 again, unchanged.
The following is a DFT calculation (ωB97M-V with the def2-TZVPD basis set) of C4H10AgClFNO5 as an isolated structure in a non-equilibrium geometry.

Kohn-Sham gap in eV: 4.07
Energy relative to the best compared isomer or geometry (same formula, charge and spin) in kJ/mol: 114.1
Electronic energy in eV: -35269.1205

```
! wB97M-V def2-TZVPD RIJCOSX def2/J DEFGRID3
* xyz -2 1
Ag -2.13 -1.99 0.09
Cl -4.05 -5.78 -2.66
F -2.22 -4.09 3.67
O -7.05 1.78 -0.37
O -5.27 0.93 -1.14
O 1.69 -0.64 -1.27
O -5.44 1.58 0.95
O 1.53 0.41 1.49
N -5.86 1.50 -0.19
C 1.90 1.29 0.42
C 1.39 0.90 2.84
C 2.53 0.42 -0.82
C 2.18 -1.05 -2.49
H 3.43 0.01 -0.36
H 1.94 -0.25 -3.19
H 1.42 1.99 2.73
H 3.26 -1.16 -2.58
H 2.65 1.98 0.81
H 0.42 0.57 3.20
H 1.10 1.90 0.00
H 2.72 1.09 -1.66
H 1.64 -1.91 -2.89
H 2.23 0.50 3.42
*
```

***

> The highest energy relative to the best compared isomer or geometry (same formula, charge and spin) belongs to which entry?

C4H10AgClFNO5

***

> Which value of energy relative to the best compared isomer or geometry (same formula, charge and spin) does entry 2 give?

49.0 kJ/mol